[1]
Computed, not measured: C20H22F6IN3O7OsS2 as an isolated structure at a distorted geometry, with ωB97M-V with the def2-TZVPD basis set.

Properties
E_HOMO (spin up / spin down) = -14.58 / -14.70 eV
LUMO level (spin up / spin down) = -0.358 / -0.353 Eh
energy relative to the best compared isomer or geometry (same formula, charge and spin) = 34.19 kcal per mole

The geometry in ORCA input format:
```
! wB97M-V def2-TZVPD RIJCOSX def2/J DEFGRID3
* xyz 2 1
Os -0.49 -0.12 -0.29
C 2.87 -1.10 -3.51
C 3.11 -0.06 -2.48
N 4.35 0.36 -2.31
C 4.62 1.28 -1.39
C 3.65 1.90 -0.57
C 4.09 2.99 0.36
O 3.21 3.11 1.47
C 2.33 1.49 -0.71
C 1.23 2.28 -0.18
N 0.04 1.83 -0.05
C -1.04 2.74 0.18
C -0.96 3.74 1.14
C -2.05 4.59 1.30
C -3.18 4.45 0.53
C -3.28 3.44 -0.43
C -2.20 2.60 -0.58
I -2.19 0.95 -1.89
C 2.04 0.43 -1.64
O 0.88 -0.09 -1.77
H 3.40 -0.81 -4.42
H 1.82 -1.26 -3.71
H 3.33 -2.04 -3.18
H 5.66 1.57 -1.29
H 4.11 3.94 -0.20
H 5.11 2.79 0.68
H 3.71 3.23 2.28
H 1.40 3.34 -0.02
H -0.09 3.83 1.77
H -2.01 5.37 2.05
H -4.03 5.11 0.67
H -4.18 3.32 -1.01
F -1.32 -1.87 3.33
C -2.02 -0.80 3.73
F -1.18 0.09 4.24
F -2.92 -1.14 4.61
S -2.82 -0.06 2.24
O -1.61 0.30 1.43
O -3.57 1.05 2.65
N -3.61 -1.24 1.62
S -3.30 -1.94 0.26
O -1.86 -1.86 -0.08
O -4.19 -1.63 -0.80
C -3.48 -3.72 0.71
F -4.66 -3.92 1.26
F -3.36 -4.43 -0.40
F -2.51 -4.04 1.56
C 1.45 -1.32 1.23
C 0.96 -2.64 0.71
O 0.55 -2.40 -0.62
C 0.14 -3.59 -1.33
C -0.63 -3.19 -2.56
H 1.69 -1.35 2.30
H 0.67 -0.51 1.26
H 2.32 -0.96 0.67
H 0.12 -3.02 1.30
H 1.77 -3.38 0.73
H -0.48 -4.20 -0.66
H 1.04 -4.15 -1.57
H -1.63 -2.83 -2.31
H -0.73 -4.04 -3.23
H -0.10 -2.41 -3.11
*
```



[2]
Computed, not measured: a 2-piece molecular cluster, C3H2N2O2 overall at a distorted geometry, with ωB97M-V with the def2-TZVPD basis set.

Properties
E_HOMO = -9.49 eV
LUMO level = -0.090 Eh
energy relative to the best compared isomer or geometry (same formula, charge and spin) = 102.35 kcal per mole

The geometry in ORCA input format:
```
! wB97M-V def2-TZVPD RIJCOSX def2/J DEFGRID3
* xyz 0 1
N -2.11 -1.09 -0.06
C -1.18 -0.32 0.05
O 0.91 -0.62 0.61
C 1.68 0.12 -0.06
O 1.37 1.11 -0.74
C -0.93 0.94 0.17
N -0.69 2.06 0.31
H -1.79 -2.04 -0.25
H 2.73 -0.15 -0.03
*
```



[3]
Computed, not measured: one molecule with the formula C6H10O2 at a distorted geometry, with ωB97M-V with the def2-TZVPD basis set.

Properties
E_HOMO = -8.47 eV
LUMO level = 0.023 Eh
SMILES = CC1(C)C(O)=C[C@@H]1O
energy relative to the best compared isomer or geometry (same formula, charge and spin) = 50.59 kcal per mole

The geometry in ORCA input format:
```
! wB97M-V def2-TZVPD RIJCOSX def2/J DEFGRID3
* xyz 0 1
C 1.05 1.22 0.63
C -0.28 0.75 -1.47
C 0.61 -1.22 -0.10
C 0.18 0.21 -0.13
C -1.01 -0.47 1.07
C -0.13 -1.64 0.96
O 1.35 -1.89 -0.96
O -2.28 -0.60 0.46
H 1.74 -1.28 -1.60
H -2.71 0.26 0.53
H -1.08 0.04 2.04
H -0.06 -2.52 1.59
H 1.38 0.82 1.59
H 0.49 2.14 0.83
H 1.93 1.49 0.04
H -0.85 0.00 -2.03
H -0.91 1.63 -1.33
H 0.57 1.06 -2.10
*
```



[4]
Computed, not measured: a 3-piece molecular cluster, C4H16N2O2 overall at a distorted geometry, with ωB97M-V with the def2-TZVPD basis set.

Properties
E_HOMO = -8.49 eV
LUMO level = 0.018 Eh
SMILES = CC[C@H](N)CN.O.O
energy relative to the best compared isomer or geometry (same formula, charge and spin) = 68.79 kcal per mole

The geometry in ORCA input format:
```
! wB97M-V def2-TZVPD RIJCOSX def2/J DEFGRID3
* xyz 0 1
N -0.05 -1.29 2.08
C -1.98 0.96 1.93
C -0.95 0.72 0.91
C 0.09 -0.57 0.94
C 1.58 -0.24 0.59
N 2.05 -0.59 -0.75
H -0.30 -2.17 2.03
H 0.05 -0.69 2.94
H -1.67 0.66 2.98
H -2.07 2.05 2.00
H -2.80 0.43 1.57
H -0.34 1.48 0.80
H -1.39 0.53 -0.12
H -0.46 -1.11 0.17
H 1.81 0.76 0.56
H 2.16 -0.70 1.32
H 2.47 -1.58 -0.74
H 1.19 -0.68 -1.41
H -3.00 -2.16 -2.56
H -1.93 -1.29 -3.09
O -2.88 -1.38 -3.03
H 2.79 1.71 -1.30
H 1.62 2.86 -1.41
O 2.31 2.36 -1.87
*
```



[5]
Computed, not measured: C29H31CsN4O6S as an isolated structure at a distorted geometry, with ωB97M-V with the def2-TZVPD basis set.

Properties
E_HOMO = -0.37 eV
LUMO level = 0.118 Eh
energy relative to the best compared isomer or geometry (same formula, charge and spin) = 17.18 kcal per mole

The geometry in ORCA input format:
```
! wB97M-V def2-TZVPD RIJCOSX def2/J DEFGRID3
* xyz -2 1
Cs 0.49 0.56 -0.39
C 2.84 -1.98 0.98
C 2.68 -2.11 -0.42
C 1.45 -2.76 -0.65
C 0.85 -3.04 0.59
C 1.71 -2.55 1.60
C 1.48 -2.58 3.08
C -0.48 -3.70 0.79
C 0.89 -3.08 -2.01
C 3.62 -1.65 -1.49
C 3.96 -1.32 1.72
H 2.30 -3.07 3.62
H 0.56 -3.12 3.34
H 1.38 -1.58 3.51
H -0.61 -4.58 0.14
H -1.33 -3.04 0.58
H -0.61 -4.05 1.82
H 1.46 -3.85 -2.54
H 0.87 -2.21 -2.67
H -0.14 -3.45 -1.93
H 4.16 -2.48 -1.98
H 4.38 -0.97 -1.11
H 3.10 -1.12 -2.30
H 4.49 -2.01 2.39
H 3.62 -0.49 2.35
H 4.71 -0.91 1.04
O 2.01 6.45 -3.60
C 1.69 5.25 -3.00
C 1.60 4.09 -3.74
C 1.26 2.91 -3.08
N 1.04 2.90 -1.77
C 1.14 4.02 -1.05
C 1.45 5.24 -1.64
C 0.92 3.95 0.50
O 0.70 5.02 1.07
O 1.03 2.80 1.01
C 1.13 1.58 -3.91
O 1.44 1.69 -5.11
O 0.72 0.58 -3.28
H 2.15 6.28 -4.53
H 1.79 4.04 -4.81
H 1.51 6.13 -1.03
N -4.64 -1.57 -0.23
C -4.21 -1.73 -1.53
C -4.82 -2.23 -2.68
C -4.06 -2.23 -3.83
C -2.73 -1.77 -3.84
C -2.12 -1.28 -2.70
C -2.89 -1.27 -1.53
N -2.53 -0.85 -0.26
C -3.59 -1.02 0.47
C -3.66 -0.71 1.89
C -4.73 -0.93 2.72
S -4.33 -0.39 4.30
C -2.78 0.07 3.74
N -2.57 -0.13 2.48
H -5.56 -1.78 0.13
H -5.85 -2.58 -2.68
H -4.49 -2.61 -4.75
H -2.17 -1.79 -4.77
H -1.11 -0.91 -2.72
H -5.68 -1.36 2.48
H -2.04 0.52 4.39
C 0.00 2.39 4.40
C 1.26 3.23 4.21
O 2.23 2.54 3.45
H -0.70 2.87 5.09
H 0.27 1.40 4.79
H -0.49 2.26 3.43
H 1.71 3.45 5.19
H 1.00 4.18 3.73
H 1.84 2.50 2.55
*
```



[6]
Computed, not measured: a 8-piece molecular cluster, C53H88BClN4O22P overall at a distorted geometry, with ωB97M-V with the def2-TZVPD basis set.

Properties
E_HOMO = -10.79 eV
LUMO level = -0.070 Eh
energy relative to the best compared isomer or geometry (same formula, charge and spin) = 121.12 kcal per mole

The geometry in ORCA input format:
```
! wB97M-V def2-TZVPD RIJCOSX def2/J DEFGRID3
* xyz 1 1
C -2.74 3.59 1.20
C -1.85 2.77 1.26
C -0.65 1.71 1.27
C -0.75 0.61 0.15
C -2.10 0.66 -0.73
C -3.27 0.03 0.19
P -4.95 0.76 -0.15
O -4.90 1.56 -1.42
O -6.11 -0.47 -0.16
C -6.62 -0.71 -1.50
C -5.52 -1.54 -2.31
O -5.33 1.69 1.21
C -6.09 2.87 0.83
C -6.37 3.76 2.13
N 0.43 0.40 -0.76
C 0.91 -1.01 -0.57
C -0.12 -1.99 -1.32
C -1.07 -2.99 -0.55
N -0.17 -1.96 -2.61
C 1.49 1.48 -0.80
C 0.98 2.63 -1.82
C 0.00 3.72 -1.30
O 0.02 4.78 -2.33
C -1.23 5.46 -2.35
C -2.22 5.06 -3.52
O -1.45 6.31 -1.52
N 2.76 1.10 -1.44
C 2.69 0.63 -2.84
C 3.83 0.57 -0.66
C 5.29 1.13 -1.01
O 3.81 -0.30 0.21
C 1.79 2.08 0.67
C 2.71 3.39 0.54
C 3.88 3.54 1.58
C 4.94 4.58 0.95
Cl 4.75 2.07 2.15
N 0.58 2.51 1.43
B 0.80 2.64 2.91
O 0.37 3.87 3.51
O 1.40 1.68 3.75
H -3.55 4.35 1.32
H -0.83 1.19 2.28
H -0.90 -0.37 0.71
H -2.05 -0.05 -1.62
H -2.35 1.67 -1.13
H -3.01 0.16 1.30
H -3.32 -1.09 -0.03
H -7.52 -1.39 -1.41
H -6.97 0.22 -2.04
H -5.07 -2.28 -1.58
H -5.97 -2.13 -3.17
H -4.75 -0.80 -2.68
H -5.45 3.48 0.14
H -7.10 2.59 0.42
H -6.45 4.83 1.76
H -5.52 3.72 2.88
H -7.34 3.46 2.62
H 0.03 0.39 -1.72
H 1.88 -1.27 -1.07
H 1.05 -1.30 0.52
H -0.65 -4.04 -0.69
H -1.20 -2.70 0.54
H -2.07 -2.99 -1.09
H -0.88 -2.64 -2.92
H 1.89 3.18 -2.24
H 0.48 2.18 -2.75
H -1.10 3.43 -1.24
H 0.24 4.25 -0.34
H -3.18 4.71 -3.04
H -2.36 5.95 -4.20
H -1.72 4.26 -4.15
H 1.66 0.30 -3.19
H 3.06 1.47 -3.52
H 3.42 -0.22 -2.99
H 5.60 0.73 -2.02
H 6.03 0.88 -0.20
H 5.21 2.26 -1.14
H 2.26 1.29 1.36
H 3.17 3.44 -0.50
H 2.09 4.34 0.62
H 3.47 4.08 2.50
H 4.94 4.57 -0.18
H 4.72 5.64 1.28
H 6.00 4.33 1.28
H 1.17 4.34 3.80
H 1.50 0.81 3.31
O 9.81 -1.59 3.98
C 8.67 -1.31 4.22
O 8.16 -0.05 4.13
C 6.80 -0.05 4.59
C 6.33 -1.48 4.45
C 7.61 -2.26 4.70
H 6.78 0.29 5.63
H 6.21 0.64 3.98
H 5.52 -1.73 5.12
H 5.99 -1.66 3.42
H 7.76 -2.46 5.76
H 7.63 -3.19 4.12
O 5.34 -1.11 7.26
C 4.20 -0.82 7.50
O 3.71 0.45 7.40
C 2.35 0.46 7.86
C 1.87 -0.96 7.72
C 3.13 -1.76 7.98
H 2.34 0.81 8.90
H 1.77 1.15 7.25
H 1.05 -1.21 8.40
H 1.52 -1.14 6.70
H 3.28 -1.96 9.04
H 3.14 -2.69 7.41
O -0.11 -6.14 -2.63
C 0.54 -5.77 -3.57
O 0.60 -4.48 -3.99
C 1.38 -4.41 -5.19
C 2.25 -5.64 -5.19
C 1.37 -6.66 -4.47
H 0.70 -4.38 -6.05
H 1.98 -3.49 -5.19
H 2.55 -5.95 -6.18
H 3.15 -5.46 -4.59
H 0.70 -7.18 -5.16
H 1.96 -7.37 -3.90
O -1.37 -3.69 2.48
C -2.52 -3.40 2.71
O -3.00 -2.13 2.62
C -4.37 -2.11 3.07
C -4.85 -3.53 2.93
C -3.59 -4.33 3.19
H -4.38 -1.76 4.11
H -4.95 -1.41 2.46
H -5.67 -3.77 3.61
H -5.20 -3.71 1.91
H -3.45 -4.53 4.26
H -3.58 -5.26 2.62
O -7.33 -5.51 -0.26
C -8.35 -4.93 0.00
O -8.46 -3.99 0.97
C -9.83 -3.58 1.09
C -10.46 -3.92 -0.24
C -9.69 -5.16 -0.66
H -10.29 -4.12 1.92
H -9.88 -2.51 1.30
H -11.54 -4.08 -0.18
H -10.28 -3.12 -0.96
H -10.13 -6.07 -0.26
H -9.58 -5.22 -1.75
O 4.26 -3.57 -6.96
C 4.26 -4.25 -7.96
O 4.30 -5.61 -7.96
C 4.39 -6.08 -9.31
C 3.86 -4.96 -10.17
C 4.26 -3.73 -9.37
H 5.44 -6.31 -9.53
H 3.80 -7.00 -9.42
H 4.24 -4.97 -11.18
H 2.76 -5.02 -10.22
H 5.26 -3.39 -9.63
H 3.53 -2.92 -9.49
O 4.48 7.43 0.72
C 3.45 8.00 0.99
O 3.34 8.93 1.97
C 1.96 9.32 2.10
C 1.32 8.98 0.77
C 2.11 7.76 0.33
H 1.52 8.76 2.93
H 1.90 10.38 2.32
H 0.25 8.80 0.84
H 1.49 9.79 0.06
H 1.68 6.83 0.73
H 2.21 7.70 -0.75
*
```



[7]
Computed, not measured: one molecule with the formula C4H4FNS at a distorted geometry, with ωB97M-V with the def2-TZVPD basis set.

Properties
E_HOMO = -8.13 eV
LUMO level = 0.019 Eh
SMILES = N=C=CS/C=C/F
energy relative to the best compared isomer or geometry (same formula, charge and spin) = 93.11 kcal per mole

The geometry in ORCA input format:
```
! wB97M-V def2-TZVPD RIJCOSX def2/J DEFGRID3
* xyz 0 1
C 1.02 1.10 -0.17
C -1.45 0.50 0.36
C 1.33 -0.13 0.00
C -1.67 -0.62 -0.49
N 2.11 -1.03 -0.12
F -2.29 -1.74 -0.17
S -0.48 1.85 -0.45
H 1.59 1.86 0.49
H -1.73 0.92 1.36
H 2.31 -1.81 0.49
H -0.74 -0.89 -1.29
*
```



[8]
Computed, not measured: C2H4LiNaO2 as an isolated structure at a distorted geometry, with ωB97M-V with the def2-TZVPD basis set.

Properties
expectation value of S² = 0.75
E_HOMO (spin up / spin down) = -14.26 / -13.40 eV
LUMO level (spin up / spin down) = -0.144 / -0.155 Eh
energy relative to the best compared isomer or geometry (same formula, charge and spin) = 14.18 kcal per mole

The geometry in ORCA input format:
```
! wB97M-V def2-TZVPD RIJCOSX def2/J DEFGRID3
* xyz 1 2
O -2.79 0.45 0.80
C 0.69 -0.97 -0.14
C 1.20 0.37 -0.41
O -0.18 0.21 -0.01
Na -1.43 1.04 1.92
Li -1.96 0.50 -0.87
H 0.52 -1.62 -0.99
H 0.86 -1.53 0.78
H 1.29 0.70 -1.44
H 1.80 0.87 0.35
*
```



[9]
Computed, not measured: C24H19N6O5Os as an isolated structure at a distorted geometry, with ωB97M-V with the def2-TZVPD basis set.

Properties
E_HOMO (spin up / spin down) = -10.47 / -10.46 eV
LUMO level (spin up / spin down) = -0.180 / -0.179 Eh
energy relative to the best compared isomer or geometry (same formula, charge and spin) = 63.18 kcal per mole

The geometry in ORCA input format:
```
! wB97M-V def2-TZVPD RIJCOSX def2/J DEFGRID3
* xyz 1 1
Os -0.58 0.59 -0.49
O -2.62 -0.88 2.78
C -2.36 -0.61 1.63
N -1.65 0.52 1.21
C -1.47 1.57 2.09
C -2.27 1.89 3.20
C -1.96 2.99 3.95
C -0.86 3.81 3.62
C -0.06 3.52 2.54
C -0.37 2.39 1.76
N 0.31 1.96 0.64
C 1.64 2.33 0.42
O 2.38 2.79 1.26
C 2.03 2.18 -1.01
C 3.25 2.66 -1.45
C 3.51 2.63 -2.81
C 2.54 2.15 -3.66
C 1.36 1.65 -3.13
N 1.10 1.65 -1.82
C -2.80 -1.47 0.49
C -3.62 -2.55 0.74
C -4.12 -3.26 -0.35
C -3.78 -2.83 -1.62
C -2.92 -1.75 -1.77
N -2.42 -1.08 -0.73
H -3.12 1.27 3.45
H -2.57 3.24 4.80
H -0.64 4.68 4.22
H 0.78 4.15 2.29
H 3.94 3.05 -0.72
H 4.45 3.00 -3.19
H 2.68 2.14 -4.73
H 0.61 1.25 -3.79
H -3.86 -2.81 1.76
H -4.77 -4.11 -0.21
H -4.16 -3.32 -2.50
H -2.63 -1.44 -2.76
O -1.86 1.48 -2.28
N -1.46 0.58 -3.06
O -1.80 0.50 -4.21
O -0.64 -0.27 -2.54
C 3.52 -4.03 0.89
C 2.53 -2.95 0.53
C 2.78 -2.03 -0.47
C 1.87 -1.04 -0.75
N 0.71 -0.91 -0.08
C 0.45 -1.82 0.88
C 1.32 -2.83 1.20
H 4.43 -3.95 0.31
H 3.08 -5.01 0.73
H 3.77 -3.96 1.95
H 3.70 -2.08 -1.05
H 2.05 -0.35 -1.55
H -0.47 -1.72 1.42
H 1.05 -3.53 1.99
*
```



Number 1: energy -3249.48498 Eh. Number 2: energy -375.34842 Eh. Number 3: energy -385.02178 Eh. Number 4: energy -421.88180 Eh. Number 5: energy -2212.61344 Eh. Number 6: energy -4772.84322 Eh. Number 7: energy -707.45661 Eh. Number 8: energy -398.62970 Eh. Number 9: energy -1721.07454 Eh.